Formula: C2H4N6S2
Source: the Open Molecules 2025 dataset
Level of theory: ωB97M-V/def2-TZVPD

Properties
HOMO energy (alpha / beta)   -7.5 / -7.5 eV
Kohn-Sham gap (alpha / beta)   6.0 / 6.0 eV
ΔE to the lowest compared entry with this formula, charge and spin   120.0 kcal per mole
E_LUMO (alpha / beta)   -1.45 / -1.45 eV
Spin multiplicity   1

Atoms and positions in Å:
H -0.235235 -1.253224 -1.706729
N 2.866829 -1.362419 0.126086
H -0.489669 1.015647 0.799553
C 0.567074 -0.392044 -0.075588
H -1.396466 -0.315135 -0.648373
N 2.323489 -3.364001 -0.629657
S 0.036116 -3.210965 -1.833238
S 2.830415 -4.896326 -0.981693
C 1.815759 -0.859279 -0.317997
N 1.320189 -2.754416 -1.137345
N -0.422405 -0.483507 -1.054668
N 0.232970 0.256558 1.027112
N 3.238882 -2.563297 0.072230
H 0.913401 0.754474 1.613398

Cartesian forces, eV/Å:
H -0.8 -0.2 -0.4
N 1.1 -0.2 1.2
H 1.1 -1.7 0.6
C -1.5 0.3 -2.5
H 1.9 -0.8 -1.2
N -0.6 0.4 -1.1
S -2.3 -2.1 -1.8
S -0.2 -0.9 0.0
C -0.8 -2.8 -2.1
N 3.2 2.9 2.5
N 0.4 1.2 3.0
N -2.0 4.0 1.7
N 0.4 0.9 0.4
H 0.1 -1.1 -0.5

Formula: C2H4NO2
Source: the Open Molecules 2025 dataset
Level of theory: ωB97M-V/def2-TZVPD

Properties
HOMO energy   -3.6 eV
Kohn-Sham gap   8.2 eV
ΔE to the lowest compared entry with this formula, charge and spin   133.3 kcal per mole
E_LUMO   4.61 eV
Spin multiplicity   1
Charge   -1

Atoms and positions in Å:
H 1.475590 1.431243 -0.488449
H 0.008491 2.408272 -0.557914
H -0.447675 -2.494792 2.052240
C -0.526818 0.168063 0.116676
H -0.349284 -1.099922 1.044660
O 0.134856 -1.759013 1.804188
N -0.244448 0.208388 -1.154181
O -0.439435 -0.124922 -2.369482
C 0.388723 1.262683 -0.447737

Cartesian forces, eV/Å:
H 0.0 -1.2 0.4
H 0.0 -2.4 0.1
H 0.1 0.5 -0.4
C 0.5 -0.7 -1.8
H 0.7 -1.0 1.8
O -0.7 0.4 -0.8
N -0.5 1.2 1.3
O -0.1 -0.5 0.1
C -0.1 3.6 -0.7

Formula: C2H4NO2
Source: the Open Molecules 2025 dataset
Level of theory: ωB97M-V/def2-TZVPD

Properties
HOMO energy   -1.3 eV
Kohn-Sham gap   5.5 eV
ΔE to the lowest compared entry with this formula, charge and spin   118.3 kcal per mole
E_LUMO   4.21 eV
Spin multiplicity   1
Charge   -1
SMILES   [O-]N[C@@H]1CO1

Atoms and positions in Å:
N -1.406436 -0.316658 -0.448524
H -0.379246 -0.314355 1.430822
H 1.372804 0.674086 -0.975690
O 0.925438 -1.150068 -0.010569
H 1.924303 0.522837 0.768994
C -0.115127 -0.272964 0.378315
H -1.174178 0.168565 -1.340997
O -2.360005 0.458687 0.199287
C 1.212444 0.229870 -0.001635

Cartesian forces, eV/Å:
N 2.4 0.2 0.6
H -0.1 0.1 0.0
H -0.1 0.1 -0.2
O 0.2 -0.9 -0.2
H 0.0 0.2 0.0
C -2.2 -0.2 -1.1
H 0.1 -0.3 0.5
O -0.4 0.3 0.3
C 0.0 0.5 0.2

Formula: C2H4NO2
Source: the Open Molecules 2025 dataset
Level of theory: ωB97M-V/def2-TZVPD

Properties
HOMO energy (alpha / beta)   -2.8 / -0.8 eV
Kohn-Sham gap (alpha / beta)   7.0 / 3.7 eV
ΔE to the lowest compared entry with this formula, charge and spin   185.5 kcal per mole
E_LUMO (alpha / beta)   4.23 / 2.93 eV
Spin multiplicity   1
Charge   -1

Atoms and positions in Å:
N 2.286201 -1.080804 0.097779
H -0.800700 -0.034736 -1.682236
C -1.178110 -0.296121 -0.725174
H 1.264356 -1.044635 -0.272057
H -0.980393 -0.120372 1.318199
H -0.075087 1.213013 0.447487
O 2.432592 0.086007 0.631653
C -0.902734 0.459596 0.476362
O -2.046125 0.818053 -0.292013

Cartesian forces, eV/Å:
N -1.7 0.9 -0.3
H 0.8 -0.2 -0.9
C -1.4 1.2 0.3
H 1.3 -0.6 0.2
H -0.6 -0.8 2.4
H -0.7 -0.7 0.3
O 0.3 -0.3 0.1
C 2.3 1.7 -2.2
O -0.1 -1.2 0.2